[1]
121
Properties=species:S:1:pos:R:3:forces:R:3 method="wB97M-V/def2-TZVPD" lumo_energy_ev=-1.24 e_homo_ha=-0.288 fmax_ev_per_a=1.09 spin_multiplicity=1 total_charge=0
Pt -0.243237 -0.117355 -0.592778 -0.34 1.04 0.01
C -2.781405 6.512127 1.199780 0.00 0.06 0.01
C -2.261914 5.105390 1.083970 -0.03 0.00 -0.08
C -1.955795 4.342503 2.201743 0.06 -0.07 0.04
C -1.438771 3.065523 2.081292 0.01 0.15 -0.05
C -1.140294 2.322495 3.349063 0.02 -0.38 -0.08
O -2.036132 2.081778 4.133342 -0.02 0.08 0.00
C 0.261280 1.891043 3.641025 0.00 0.11 -0.03
C 0.485899 0.995007 4.682196 -0.03 -0.02 -0.04
C 1.772900 0.572336 4.969638 0.00 -0.01 0.00
C 2.843915 1.061591 4.231507 0.01 0.01 -0.02
C 2.627034 1.977039 3.210717 0.00 -0.01 0.00
C 1.336565 2.387317 2.912548 -0.02 0.06 0.03
C -1.258445 2.446877 0.823612 0.00 -0.08 0.05
O -0.768009 1.221453 0.861025 0.02 0.36 -0.14
C -1.668446 3.180470 -0.327758 0.07 -0.09 0.01
C -2.109276 4.498407 -0.148358 0.00 0.10 0.02
C -1.785135 2.626008 -1.696917 0.18 0.15 0.17
N -1.419070 1.441140 -1.994714 -0.41 -0.66 -0.05
C -1.746595 0.818006 -3.280191 0.17 0.05 0.15
C -3.083923 0.091461 -3.179801 -0.04 0.11 0.12
Te -3.437335 -0.886792 -1.300719 0.03 -0.26 -0.08
C -4.688371 0.643836 -0.560173 0.09 0.08 0.06
C -4.327453 1.308094 0.608320 0.02 0.06 -0.03
C -5.100823 2.359245 1.083609 -0.03 0.01 -0.01
C -6.241482 2.746473 0.395559 0.01 -0.01 0.02
C -6.617037 2.071262 -0.758891 -0.01 0.00 -0.02
C -5.846282 1.020191 -1.235456 -0.01 -0.03 0.02
C -2.381960 3.512256 -2.748737 -0.01 -0.05 -0.05
C -3.754683 3.724317 -2.795308 0.00 -0.01 0.00
C -4.298621 4.512830 -3.798205 -0.01 0.01 -0.01
C -3.474156 5.099905 -4.748394 -0.01 0.00 0.00
C -2.102395 4.897275 -4.696167 0.00 0.00 0.01
C -1.556688 4.100655 -3.699782 0.03 0.04 0.01
H -2.699985 6.875771 2.223502 0.00 -0.01 0.01
H -3.831947 6.575854 0.908546 0.00 -0.01 -0.01
H -2.221771 7.195714 0.559926 0.00 0.00 -0.01
H -2.101277 4.749851 3.196390 0.00 0.01 0.01
H -0.363975 0.640342 5.250924 0.00 -0.02 0.01
H 1.944263 -0.135790 5.769908 0.00 -0.01 0.00
H 3.849907 0.730668 4.454976 0.01 0.00 0.00
H 3.462418 2.365948 2.642509 0.00 0.00 -0.01
H 1.160190 3.092680 2.110675 0.00 0.00 0.04
H -2.368927 5.072693 -1.027316 -0.02 0.02 0.00
H -0.951040 0.104665 -3.498302 0.00 0.02 -0.02
H -1.799773 1.539851 -4.098153 0.01 0.00 0.02
H -3.199040 -0.651725 -3.965126 0.05 0.00 -0.02
H -3.907556 0.802616 -3.239844 -0.03 -0.01 -0.07
H -3.428047 1.030795 1.142280 0.00 -0.02 -0.02
H -4.796741 2.875759 1.984904 0.01 0.00 0.02
H -6.842363 3.568788 0.761405 -0.01 0.01 0.00
H -7.515864 2.359566 -1.289197 -0.01 0.01 0.00
H -6.152658 0.495141 -2.132329 0.01 -0.01 -0.01
H -4.391720 3.285750 -2.036492 -0.02 -0.04 0.02
H -5.368043 4.675719 -3.831871 -0.01 0.00 0.00
H -3.900302 5.717362 -5.527925 0.00 0.01 0.00
H -1.455839 5.358791 -5.430669 0.01 0.00 -0.01
H -0.485768 3.934048 -3.656487 -0.01 -0.01 0.01
C -1.650861 -3.327973 1.094391 0.03 0.04 -0.04
N -2.305120 -4.247932 2.022902 -0.02 0.01 -0.01
C -1.398438 -4.488876 3.146111 0.03 -0.06 0.03
N -1.036740 -3.253982 3.847098 -0.02 0.03 -0.05
C -0.413926 -2.353358 2.880110 0.05 -0.04 -0.09
N -1.296662 -2.051529 1.734186 -0.12 0.05 0.09
C -2.520911 -1.449240 2.289425 0.02 -0.02 -0.06
N -3.198919 -2.333865 3.233656 0.00 0.02 -0.02
C -3.506074 -3.588033 2.543333 -0.05 -0.03 0.00
C -2.270970 -2.624203 4.325742 0.00 -0.03 0.05
H -2.314123 -3.129313 0.250975 0.00 -0.02 0.03
H -0.740675 -3.787547 0.702432 0.01 0.00 0.01
H -0.488969 -4.964305 2.771785 0.00 0.01 0.00
H -1.880564 -5.166992 3.853184 0.00 0.00 0.00
H 0.500270 -2.824582 2.508512 0.00 -0.01 0.00
H -0.151456 -1.416116 3.373202 0.02 0.04 0.02
H -3.204954 -1.222869 1.470566 -0.01 -0.03 0.03
H -2.255573 -0.514988 2.787139 0.00 0.04 0.02
H -4.183517 -3.379562 1.711749 0.00 0.01 0.00
H -4.007280 -4.262589 3.240490 0.00 0.00 0.00
H -2.754951 -3.294273 5.039126 -0.01 0.00 0.00
H -2.021571 -1.691212 4.833569 0.01 0.02 0.02
C -0.494729 -5.173230 -2.275729 -0.02 -0.01 0.01
C -0.454681 -3.934610 -3.179040 0.04 -0.01 0.02
C -1.722452 -3.886142 -4.040999 -0.01 0.03 -0.01
C 0.785201 -3.992928 -4.080110 -0.01 -0.03 -0.02
C -0.379334 -2.724749 -2.343415 -0.11 0.10 0.04
C -0.301754 -1.737777 -1.651164 0.19 -0.41 -0.03
H -0.521007 -6.079583 -2.884011 0.00 -0.01 -0.01
H -1.378571 -5.163614 -1.635712 0.00 0.01 0.00
H 0.389961 -5.212870 -1.638399 0.01 0.00 0.01
H -1.840626 -4.824407 -4.586663 0.00 0.00 -0.02
H -1.664214 -3.073072 -4.766836 0.00 0.02 0.02
H -2.608700 -3.732167 -3.422094 0.00 -0.03 0.01
H 0.716228 -4.849095 -4.755022 0.01 -0.01 0.00
H 1.691424 -4.093625 -3.482047 0.01 0.02 0.01
H 0.873231 -3.083890 -4.675356 -0.01 0.00 -0.01
C 1.348110 -0.485629 0.690550 -0.51 -0.75 -0.31
C 2.548717 -1.079740 0.080824 0.12 0.11 -0.14
C 3.660079 -0.286237 -0.198473 0.00 -0.05 -0.03
C 4.792997 -0.836808 -0.778195 -0.03 -0.02 0.01
C 4.823136 -2.188859 -1.087343 0.04 -0.03 -0.02
C 3.722696 -2.991074 -0.808094 0.01 0.04 0.00
C 2.594941 -2.440146 -0.225852 0.03 0.05 -0.01
H 1.470950 0.512002 1.087570 0.16 0.01 0.15
H 0.872628 -1.157170 1.384029 0.04 0.05 0.31
H 3.629159 0.770933 0.041758 0.00 -0.01 0.01
H 5.649720 -0.211253 -0.992880 0.01 0.00 0.00
H 5.703663 -2.619442 -1.546270 0.01 0.00 0.00
H 3.745793 -4.045435 -1.052170 0.00 -0.01 0.00
H 1.722430 -3.054279 -0.034856 0.00 0.00 0.01
F 2.758209 5.222642 -3.744465 -0.02 -0.04 0.01
C 2.352277 4.037572 -3.280871 0.01 0.00 0.06
C 2.154521 3.839390 -1.928199 0.00 0.04 -0.03
F 2.377872 4.834361 -1.066251 0.00 -0.02 -0.04
C 1.742659 2.606696 -1.445674 0.10 0.04 0.17
F 1.615313 2.490470 -0.112556 -0.05 -0.08 -0.16
C 1.492915 1.526640 -2.288896 -0.31 0.07 -0.31
O 1.095000 0.300646 -1.981535 0.60 0.00 0.27
C 1.706983 1.759032 -3.657364 -0.02 0.16 -0.08
F 1.476825 0.771722 -4.526832 -0.01 0.01 0.03
C 2.131472 2.977932 -4.147110 0.03 -0.04 0.00
F 2.312906 3.142844 -5.459047 -0.01 0.02 0.03

[2]
24
Properties=species:S:1:pos:R:3:forces:R:3 method="wB97M-V/def2-TZVPD" lumo_energy_ev=0.73 de_lowest_kj_mol=193.0 e_homo_ha=-0.296 fmax_ev_per_a=3.56 spin_multiplicity=1 total_charge=0
C -0.022134 0.523090 -1.803630 1.52 -0.42 -2.21
C -0.174154 -1.845890 -0.965170 0.59 -0.85 1.60
C -0.999556 -0.632243 -1.325722 0.16 1.68 -1.69
C 0.561711 1.122907 -0.611119 1.57 0.48 0.91
C -1.381625 -0.490014 0.151358 1.84 -1.95 0.49
C -0.377500 -1.344246 0.458418 -1.93 -1.37 -0.21
C 1.631987 0.811348 0.123547 -0.41 0.61 -1.68
C -2.274747 0.347212 0.940676 -1.54 0.80 1.05
C 1.931221 1.435272 1.471452 2.15 -2.37 -1.56
O -0.014896 -1.958917 1.622368 0.71 0.54 0.37
Cl 2.836679 -0.120801 -0.685696 0.88 -0.87 0.31
H 0.847657 0.191409 -2.499644 -1.40 -0.37 1.28
H -0.428721 1.273220 -2.502362 -0.69 -0.07 0.80
H -0.645849 -2.807795 -1.143380 -0.54 -0.04 0.13
H 0.849706 -2.025478 -1.231956 0.61 0.69 -0.75
H -1.748018 -0.756849 -2.115442 -0.19 -0.16 0.38
H 0.056850 1.930178 -0.173928 -1.35 0.92 0.74
H -2.454913 0.142341 2.045298 1.05 -0.24 -1.28
H -3.313172 0.227768 0.565686 0.52 0.66 -0.20
H -1.898116 1.387160 0.869117 -0.73 -0.18 0.00
H 2.922996 0.988326 1.828868 -1.57 0.82 -0.09
H 1.088428 1.138144 2.040586 -0.51 0.34 1.26
H 2.047489 2.453107 1.214904 0.01 1.37 0.68
H 0.958685 -1.989252 1.725778 -0.74 -0.02 -0.33

[3]
26
Properties=species:S:1:pos:R:3:forces:R:3 method="wB97M-V/def2-TZVPD" lumo_energy_ev="0.57 / 0.25" de_lowest_kj_mol=373.0 e_homo_ha="-0.108 / -0.399" fmax_ev_per_a=18.48 s2=0.7513 spin_multiplicity=2 total_charge=0
C -1.716722 1.384335 1.302305 1.90 -1.94 3.18
N -0.920774 0.459333 0.417966 2.11 1.91 2.33
H -2.502700 0.801738 1.836540 0.40 0.28 -0.82
H -0.997406 1.641123 2.150949 -0.89 0.10 -1.15
H -2.107692 2.236192 0.849369 -0.44 1.24 -1.02
H -0.456449 -0.423776 1.166673 -0.71 1.19 -1.66
H -0.133986 0.987249 -0.080798 -0.76 -0.76 0.97
H -1.530660 0.240651 -0.307595 -1.33 -1.67 -1.66
H 1.436354 -0.776761 4.112100 -0.61 0.10 -0.36
H 2.379647 -0.418127 3.021748 -1.79 0.13 -0.27
O 1.382422 -0.464860 3.185167 2.38 -0.16 0.62
H 1.027667 4.424387 0.505318 0.84 1.35 1.02
H 2.005491 3.217053 0.172444 16.16 -8.29 0.94
O 1.342127 3.622545 0.172856 -17.04 6.89 -1.93
H 0.481864 -0.123797 -2.398763 1.92 2.32 0.34
H 1.652486 1.164854 -2.353623 0.80 -0.53 -1.03
O 0.868054 0.752887 -2.029721 -2.80 -1.81 0.78
H -1.380902 -1.625551 -1.244519 1.90 2.18 -4.66
H -0.791627 -2.605544 -0.029103 -0.44 1.37 -1.58
O -1.500664 -2.080931 -0.499726 -1.47 -3.87 5.94
H -1.115915 -0.289509 -4.263560 0.58 0.40 -0.61
H -1.767159 -1.616038 -3.932731 -0.01 -1.07 -0.33
O -1.764206 -0.699778 -3.710727 -0.49 0.65 1.06
H 2.293935 -2.588397 0.935699 -0.20 0.47 0.12
H 2.175353 -4.061212 0.507763 -1.82 2.58 -0.10
O 1.641462 -3.158068 0.513970 1.82 -3.05 -0.10

[4]
72
Properties=species:S:1:pos:R:3:forces:R:3 method="wB97M-V/def2-TZVPD" lumo_energy_ev="-3.70 / -3.72" de_lowest_kj_mol=35.5 e_homo_ha="-0.345 / -0.345" fmax_ev_per_a=0.61 s2=0.7642 spin_multiplicity=2 total_charge=+1
Cr -1.015623 1.388757 1.076081 0.17 -0.49 0.31
N -2.183821 2.150594 2.835900 -0.07 0.03 -0.10
N -2.775839 1.135569 3.600724 -0.06 0.04 -0.03
C -2.835090 -0.125785 3.136713 0.13 -0.06 0.03
N -3.376988 -1.030742 3.948948 -0.07 -0.04 -0.08
S -2.230767 -0.582211 1.625511 0.06 0.01 -0.03
H -1.431207 2.564858 3.382514 -0.02 0.00 0.00
H -2.887455 2.850495 2.609979 0.06 -0.02 -0.01
H -3.039078 1.352026 4.550535 0.04 0.00 -0.02
H -3.709673 -0.810011 4.872724 0.01 -0.01 0.01
H -3.341694 -1.999255 3.675901 -0.01 0.01 0.01
N 1.300395 -2.054560 -6.198816 -0.05 0.04 0.03
C 1.277105 -1.679774 -4.876914 0.00 -0.05 -0.08
C 2.182973 -0.728849 -4.392465 0.03 0.05 0.01
C 2.144342 -0.329313 -3.074107 -0.02 0.01 0.04
C 1.189914 -0.869601 -2.217406 -0.10 -0.02 -0.09
C 0.294222 -1.829079 -2.678943 0.06 -0.01 0.03
C 0.334028 -2.228547 -3.998293 -0.03 -0.03 0.00
S 1.161196 -0.407022 -0.536949 -0.08 0.14 -0.12
O 2.468134 0.033810 -0.164792 0.04 -0.05 0.06
O 0.462879 -1.424016 0.198860 0.00 0.03 0.02
N 0.143604 0.923114 -0.411163 -0.01 0.36 0.30
C 0.602258 2.209159 -0.639041 0.07 -0.49 0.00
N 1.430553 2.585736 -1.597779 0.02 0.03 0.01
C 1.650723 3.893847 -1.674065 0.00 -0.01 -0.02
C 1.040565 4.826475 -0.839506 0.05 0.01 -0.02
C 0.210192 4.332147 0.142010 0.13 -0.03 0.18
N 0.017959 3.021727 0.263150 -0.17 0.03 -0.11
H 2.122782 -1.841610 -6.735649 0.01 -0.01 0.01
H 0.836087 -2.907422 -6.457798 0.01 0.00 0.01
H 2.928976 -0.317603 -5.061423 0.00 0.01 0.01
H 2.856938 0.387215 -2.691283 -0.01 0.02 -0.01
H -0.387411 -2.293797 -1.978283 -0.06 0.02 -0.02
H -0.343832 -2.993548 -4.359367 0.00 0.01 0.03
H 2.340161 4.215899 -2.446215 -0.01 0.00 0.00
H 1.226332 5.884489 -0.940258 0.01 0.00 -0.01
H -0.276455 4.977010 0.863693 -0.03 0.00 -0.02
C -4.403948 3.374711 -0.536521 -0.04 0.04 -0.04
C -3.533670 2.173362 -0.743265 0.11 -0.06 0.16
O -2.557669 2.039503 0.007780 -0.23 0.06 -0.21
C -3.859104 1.195644 -1.781907 0.02 0.10 0.03
C -3.003392 0.120658 -2.042821 0.02 0.00 0.02
C -3.351321 -0.813805 -3.000155 -0.03 0.05 0.01
C -4.545455 -0.684408 -3.698671 0.01 -0.01 -0.02
C -5.394693 0.387095 -3.455136 0.01 -0.01 0.01
C -5.050996 1.327287 -2.503095 -0.04 -0.04 0.00
H -3.964113 4.021540 0.217491 0.01 0.00 -0.01
H -5.399806 3.063720 -0.215795 0.00 0.01 0.00
H -4.518544 3.927874 -1.468930 -0.01 0.01 0.02
H -2.065437 0.032858 -1.510748 0.02 0.01 0.04
H -2.692622 -1.643050 -3.206993 0.07 -0.04 -0.01
H -4.815264 -1.422565 -4.442813 0.01 0.00 0.00
H -6.322055 0.484145 -4.002422 0.01 0.00 -0.01
H -5.723420 2.151757 -2.310986 0.01 0.00 -0.02
S 1.431856 -4.234434 4.600103 0.06 -0.01 0.03
C 1.548344 -2.733985 3.935942 0.07 0.03 -0.08
S 0.150025 -1.723156 3.731318 -0.17 0.13 0.09
C 1.138824 -0.437445 3.120659 -0.15 -0.08 -0.22
N 2.378177 -0.743402 3.028754 0.05 -0.08 0.11
N 2.613699 -2.022462 3.462348 0.06 0.07 0.01
C 3.990203 -2.431413 3.447088 -0.01 0.00 -0.02
C 4.973599 -1.459936 3.602530 -0.09 0.00 0.04
C 6.306312 -1.827092 3.558172 0.07 -0.01 -0.02
C 6.667351 -3.153113 3.356223 -0.06 0.06 0.04
C 5.677641 -4.107402 3.195064 -0.04 -0.07 0.00
C 4.334702 -3.756641 3.238304 0.05 -0.06 -0.13
S 0.618157 1.194048 2.750890 0.08 0.37 -0.23
H 4.691498 -0.426814 3.738814 -0.01 0.00 0.01
H 7.067486 -1.067433 3.677098 0.00 0.00 0.01
H 7.710730 -3.436333 3.322586 0.00 0.00 0.00
H 5.941422 -5.142954 3.025571 0.01 0.00 0.00
H 3.574098 -4.506540 3.090793 0.00 0.03 0.03

[5]
17
Properties=species:S:1:pos:R:3:forces:R:3 method="wB97M-V/def2-TZVPD" lumo_energy_ev=-3.34 de_lowest_kj_mol=156.1 e_homo_ha=-0.520 fmax_ev_per_a=4.36 spin_multiplicity=1 total_charge=+1
C 1.826194 0.733456 1.582983 -4.06 0.80 -1.36
C -0.407049 -1.242672 -1.444688 -0.04 -0.43 -2.04
C 0.444371 0.945622 0.927060 -0.01 -0.49 0.57
N -1.680836 -1.238293 -0.616445 0.80 -2.00 1.35
N 0.206561 1.896168 0.018957 1.88 -0.64 0.99
O -0.500976 0.213663 1.222619 -0.30 -0.68 0.63
H 2.504702 0.855698 0.853587 2.89 0.65 -2.39
H 1.905075 1.455789 2.320445 0.48 1.01 1.79
H 1.783650 -0.257849 1.840805 0.28 -2.16 1.41
H -0.598078 -0.520018 -2.387932 0.78 -1.39 2.60
H 0.427862 -0.984827 -0.747198 -0.75 -0.03 -1.09
H -0.236640 -2.268230 -1.919417 -0.26 1.37 0.92
H -1.460541 -0.968130 0.397768 -0.14 2.05 -1.34
H -2.392039 -0.825975 -1.184950 -0.81 1.02 0.56
H -0.740987 1.938709 -0.240851 -0.85 0.75 -0.81
H -2.078552 -2.133246 -0.305427 0.36 -0.67 -1.24
H 0.997285 2.400136 -0.317316 -0.23 0.83 -0.56

[6]
12
Properties=species:S:1:pos:R:3:forces:R:3 method="wB97M-V/def2-TZVPD" lumo_energy_ev=0.69 de_lowest_kj_mol=386.5 e_homo_ha=-0.354 fmax_ev_per_a=5.76 spin_multiplicity=1 total_charge=0
C 0.177965 -0.421947 0.692003 0.62 -1.78 -3.13
C 0.119715 1.080213 -2.030575 0.27 2.33 0.29
C -0.220065 -1.482216 1.732116 4.39 0.67 -3.67
N -0.265416 0.747435 0.708584 0.32 2.32 -2.54
N 0.224555 1.680755 -0.764091 0.26 -4.28 2.48
O -0.291360 0.010452 -2.357322 0.35 -0.42 -0.06
H 0.765808 -0.842831 -0.280383 -1.20 0.97 2.48
H 0.557664 1.911420 -2.726538 -0.72 -1.31 0.29
H -0.956221 -2.078887 1.352241 -1.89 -1.63 -1.20
H -0.509995 -1.058559 2.570213 -1.30 1.98 4.19
H 0.715398 -2.043966 1.828594 -0.41 -0.27 0.50
H -0.318048 2.498132 -0.724840 -0.68 1.43 0.36